[1]
Computed, not measured: a 10-piece molecular cluster, C6H32O13 overall in a non-equilibrium geometry, with the ωB97M-V functional and the def2-TZVPD basis.

Calculated values
HOMO level, Ha: -0.3800
ΔE to the lowest compared entry with this formula, charge and spin, eV: 3.945
E_LUMO, hartree: -0.0170
SMILES: OCCO.OCCO.OCCO.O.O.O.O.O.O.O
Multiplicity: 1
Molar mass, Da: 312.3

Each line ends with the natural charge from an NBO analysis.
Element x y z (Å)
O (-2.83, -15.40, 1.78)  -0.938
H (-2.06, -15.49, 1.31)  0.467
H (-3.25, -16.23, 1.86)  0.472
O (-0.16, -16.58, 3.50)  -0.965
H (-0.59, -17.21, 2.94)  0.482
H (-0.66, -15.79, 3.49)  0.465
O (-3.27, -17.91, 0.49)  -0.971
H (-3.51, -18.71, 0.10)  0.479
H (-3.27, -17.18, -0.18)  0.505
O (-1.21, -19.54, -1.30)  -0.930
H (-1.13, -18.65, -1.03)  0.483
H (-2.17, -19.73, -1.37)  0.450
O (-1.10, -18.70, 1.94)  -0.973
H (-1.20, -19.31, 2.65)  0.485
H (-2.04, -18.53, 1.72)  0.493
O (1.06, -17.48, 0.35)  -0.944
H (0.65, -18.19, 0.84)  0.476
H (1.83, -17.35, 0.86)  0.467
O (-1.98, -22.45, 4.61)  -0.953
H (-2.24, -21.59, 4.21)  0.481
H (-1.07, -22.52, 4.54)  0.461
C (0.89, -20.91, 3.55)  -0.107
C (1.78, -20.23, 2.49)  -0.062
O (2.01, -21.22, 1.51)  -0.705
O (0.71, -19.93, 4.59)  -0.723
H (1.17, -21.88, 3.94)  0.166
H (0.02, -21.16, 2.99)  0.158
H (2.80, -19.86, 2.82)  0.187
H (1.22, -19.40, 2.09)  0.157
H (1.18, -21.66, 1.43)  0.451
H (0.00, -20.21, 5.21)  0.472
C (-4.56, -18.02, 3.85)  -0.098
C (-3.43, -18.70, 4.52)  -0.086
O (-3.18, -19.98, 3.98)  -0.755
O (-4.64, -16.70, 4.36)  -0.718
H (-5.49, -18.54, 4.16)  0.157
H (-4.52, -17.77, 2.81)  0.178
H (-3.80, -18.87, 5.53)  0.171
H (-2.53, -18.13, 4.58)  0.216
H (-3.88, -20.54, 3.90)  0.475
H (-5.62, -16.52, 4.50)  0.474
C (-3.33, -23.04, 0.29)  -0.064
C (-3.04, -21.70, 1.10)  -0.047
O (-1.64, -21.46, 1.20)  -0.743
O (-4.69, -23.21, 0.25)  -0.714
H (-2.86, -23.82, 0.79)  0.187
H (-2.87, -23.01, -0.75)  0.142
H (-3.56, -21.64, 2.05)  0.183
H (-3.60, -20.95, 0.42)  0.086
H (-1.18, -21.51, 0.32)  0.497
H (-5.21, -22.42, 0.02)  0.470

=====

[2]
Computed, not measured: a 16-piece molecular cluster, C6H32O19 overall in a non-equilibrium geometry, with the ωB97M-V functional and the def2-TZVPD basis.

Calculated values
HOMO level, Ha: -0.1248
Total charge: -2
ΔE to the lowest compared entry with this formula, charge and spin, eV: 0.939
E_LUMO, hartree: 0.1508
Multiplicity: 1
Molar mass, Da: 408.3

Each line ends with the natural charge from an NBO analysis.
Element x y z (Å)
C (10.36, -23.04, 0.45)  -0.521
C (9.36, -22.19, 0.85)  0.401
C (8.18, -22.70, 1.72)  0.492
O (7.23, -21.92, 2.04)  -0.793
C (7.98, -24.04, 1.95)  -0.574
C (8.89, -25.01, 1.48)  0.496
C (10.22, -24.42, 0.76)  0.423
O (11.18, -25.25, 0.50)  -0.790
O (8.74, -26.20, 1.66)  -0.719
O (9.42, -21.10, 0.15)  -0.739
H (11.21, -22.78, -0.16)  0.233
H (7.09, -24.46, 2.39)  0.211
O (13.91, -25.36, -0.06)  -0.969
H (13.13, -25.07, 0.40)  0.493
H (13.58, -25.90, -0.78)  0.467
O (6.53, -23.64, 4.62)  -0.959
H (6.53, -22.69, 4.74)  0.486
H (7.38, -23.83, 4.22)  0.474
O (4.42, -25.55, 1.42)  -0.944
H (4.97, -26.19, 0.96)  0.471
H (5.03, -25.06, 1.96)  0.475
O (8.71, -22.59, -2.88)  -0.945
H (9.23, -22.99, -2.19)  0.484
H (8.05, -23.25, -3.09)  0.461
O (11.16, -25.08, -2.22)  -0.974
H (11.27, -25.16, -1.28)  0.493
H (10.40, -25.63, -2.42)  0.457
O (8.53, -18.20, 1.26)  -0.961
H (8.78, -19.09, 1.03)  0.502
H (8.86, -18.09, 2.15)  0.452
O (7.31, -28.24, 0.52)  -0.981
H (7.67, -27.43, 0.88)  0.498
H (8.01, -28.88, 0.61)  0.468
O (5.66, -19.46, 2.40)  -0.963
H (6.21, -18.75, 2.72)  0.460
H (6.26, -20.06, 1.97)  0.499
O (11.33, -27.87, 1.51)  -1.000
H (11.13, -27.65, 2.42)  0.474
H (11.00, -27.12, 1.01)  0.492
O (12.84, -22.54, 2.46)  -0.948
H (12.06, -22.20, 2.90)  0.464
H (12.50, -23.09, 1.75)  0.483
O (9.67, -19.16, -1.88)  -0.971
H (8.89, -18.76, -1.50)  0.465
H (9.79, -19.97, -1.37)  0.501
O (7.56, -20.74, 4.58)  -0.977
H (7.59, -21.04, 3.67)  0.499
H (8.30, -20.14, 4.66)  0.459
O (9.82, -27.67, 3.68)  -0.955
H (9.20, -27.12, 3.19)  0.504
H (10.28, -27.06, 4.25)  0.459
O (6.37, -21.20, -0.88)  -0.967
H (7.23, -21.07, -1.28)  0.482
H (6.55, -21.56, -0.01)  0.479
O (4.28, -22.16, 3.59)  -0.967
H (4.51, -21.24, 3.73)  0.478
H (5.11, -22.59, 3.39)  0.483

=====

[3]
Computed, not measured: a 11-piece molecular cluster, C6H33N10O11 overall in a non-equilibrium geometry, with the ωB97M-V functional and the def2-TZVPD basis.

Calculated values
HOMO level, Ha: -0.2119
Total charge: -1
E_LUMO, hartree: 0.0630
Multiplicity: 1
Molar mass, Da: 421.4

Each line ends with the natural charge from an NBO analysis.
Element x y z (Å)
C (0.14, -0.38, -0.90)  -0.216
O (-0.41, -1.58, -0.48)  -1.020
H (0.29, 0.23, -0.01)  0.115
H (1.03, -0.58, -1.53)  0.138
H (-0.48, 0.34, -1.47)  0.075
C (-3.76, 2.84, -1.03)  0.766
O (-4.82, 2.24, -1.17)  -0.658
N (-2.56, 2.24, -0.93)  -0.845
N (-3.67, 4.18, -1.21)  -0.844
H (-1.68, 2.70, -0.83)  0.376
H (-2.61, 1.24, -0.82)  0.429
H (-4.48, 4.76, -1.20)  0.406
H (-2.74, 4.55, -1.15)  0.367
C (-2.40, 0.75, 2.24)  0.770
O (-3.48, 0.56, 1.70)  -0.672
N (-1.34, -0.06, 2.00)  -0.876
N (-2.15, 1.64, 3.26)  -0.875
H (-0.44, -0.06, 2.46)  0.396
H (-1.47, -0.82, 1.35)  0.428
H (-2.78, 2.41, 3.43)  0.393
H (-1.19, 1.62, 3.57)  0.416
C (-1.98, -1.10, -4.43)  0.773
O (-2.69, -1.71, -5.21)  -0.683
N (-0.66, -0.89, -4.77)  -0.851
N (-2.31, -0.66, -3.20)  -0.827
H (-0.25, -1.38, -5.55)  0.404
H (-0.08, -0.60, -4.00)  0.372
H (-1.52, -0.26, -2.71)  0.381
H (-3.24, -0.59, -2.83)  0.420
C (1.85, 1.97, 2.91)  0.771
O (0.85, 1.71, 3.58)  -0.711
N (2.96, 2.57, 3.39)  -0.844
N (2.00, 1.49, 1.65)  -0.831
H (3.64, 2.89, 2.73)  0.388
H (3.08, 2.71, 4.38)  0.410
H (1.13, 1.17, 1.24)  0.415
H (2.75, 1.86, 1.10)  0.395
C (3.92, -1.41, 1.49)  0.771
O (4.36, -1.50, 0.34)  -0.684
N (4.67, -1.08, 2.58)  -0.849
N (2.62, -1.61, 1.80)  -0.820
H (5.59, -0.68, 2.57)  0.398
H (4.13, -0.90, 3.41)  0.372
H (2.33, -1.15, 2.64)  0.384
H (2.05, -1.73, 0.97)  0.424
O (-2.18, -3.82, 0.02)  -0.956
H (-1.75, -2.96, -0.11)  0.501
H (-2.74, -3.70, 0.79)  0.447
O (-0.08, -3.00, 2.13)  -0.986
H (-0.86, -3.55, 2.10)  0.473
H (-0.08, -2.52, 1.29)  0.496
O (-0.16, -3.99, -1.98)  -0.968
H (0.79, -4.12, -2.08)  0.439
H (-0.23, -3.16, -1.46)  0.503
O (1.79, 2.65, -1.69)  -0.942
H (1.31, 1.83, -1.87)  0.482
H (1.12, 3.27, -1.41)  0.461
O (3.12, -1.56, -2.72)  -0.945
H (2.73, -2.38, -2.41)  0.471
H (3.06, -0.97, -1.96)  0.477